1.
# C44H38NP2S3SiTa

C44H38NP2S3SiTa as an isolated structure (ωB97M-V/def2-TZVPD, the Open Molecules 2025 dataset).

Structure (ORCA input):
```
! wB97M-V def2-TZVPD RIJCOSX def2/J DEFGRID3
* xyz 2 1
Ta -0.16443 0.72158 -0.35950
C 1.86257 -1.96383 -2.20568
Si 0.98231 -1.69750 -0.55309
C 2.16468 -1.74705 0.92030
C 2.51222 -2.92957 1.56916
C 3.35078 -2.91369 2.67600
C 3.85640 -1.71313 3.15883
C 3.52497 -0.51979 2.53393
C 2.68185 -0.54338 1.42776
P 2.26812 0.95284 0.50019
C 3.46177 1.13038 -0.84335
C 4.81785 0.99808 -0.53977
C 5.76482 1.10090 -1.54385
C 5.36734 1.33353 -2.85497
C 4.02219 1.47655 -3.16175
C 3.07264 1.37799 -2.15579
C 2.43530 2.40426 1.55243
C 3.00639 3.57186 1.05246
C 3.04182 4.71090 1.84388
C 2.50793 4.68503 3.12319
C 1.93079 3.52149 3.62051
C 1.88696 2.38254 2.83735
C -0.28197 -3.07169 -0.34741
C -0.00598 -4.40317 -0.66990
C -0.90262 -5.40997 -0.34836
C -2.08980 -5.10929 0.31342
C -2.38948 -3.79652 0.63234
C -1.49022 -2.78715 0.29178
P -1.85456 -1.05569 0.66885
C -1.92896 -0.90955 2.47012
C -0.69511 -0.91710 3.12799
C -0.64289 -0.83041 4.50778
C -1.82097 -0.73813 5.23980
C -3.04588 -0.74463 4.59124
C -3.10615 -0.83040 3.20681
C -3.46941 -0.71502 -0.07860
C -4.20886 0.41744 0.27741
C -5.37837 0.72425 -0.40002
C -5.81174 -0.07888 -1.44767
C -5.07822 -1.19725 -1.81346
C -3.91413 -1.51959 -1.13039
H 2.58904 -2.77302 -2.09183
H 2.42493 -1.09963 -2.54955
H 1.16864 -2.27816 -2.99017
H 2.11191 -3.87724 1.22682
H 3.60579 -3.84142 3.17059
H 4.50510 -1.70677 4.02422
H 3.91219 0.41839 2.91208
H 5.13589 0.81340 0.47909
H 6.81453 1.00097 -1.30448
H 6.10987 1.41080 -3.63745
H 3.71330 1.67525 -4.17924
H 2.02773 1.53149 -2.40785
H 3.42588 3.59689 0.05417
H 3.48753 5.61738 1.45796
H 2.53903 5.57432 3.73800
H 1.51390 3.50629 4.61832
H 1.42246 1.48200 3.22424
H 0.91819 -4.66247 -1.17429
H -0.67782 -6.43606 -0.60706
H -2.78031 -5.90028 0.57244
H -3.31928 -3.55945 1.13639
H 0.22967 -1.01351 2.56722
H 0.31361 -0.84328 5.01369
H -1.78286 -0.67325 6.31868
H -3.96231 -0.68992 5.16282
H -4.07000 -0.85298 2.71759
H -3.87761 1.06344 1.07726
H -5.95203 1.59381 -0.10870
H -6.72549 0.16375 -1.97317
H -5.41805 -1.83103 -2.62139
H -3.36981 -2.41697 -1.40509
S -0.77126 4.87992 0.77185
C -0.72886 3.36425 0.25428
S -0.05033 2.87970 -1.33287
S -1.26906 1.98061 1.26832
N -0.97698 -0.04000 -2.37252
C -1.68371 0.83292 -3.31788
C -2.87382 1.42098 -2.92959
C -3.51950 2.26512 -3.81955
C -2.97143 2.51817 -5.06998
C -1.77696 1.91996 -5.44073
C -1.12530 1.06539 -4.56199
H -0.18169 -0.44398 -2.87401
H -1.57689 -0.84894 -2.18380
H -3.29405 1.23064 -1.94764
H -4.45255 2.73006 -3.53134
H -3.47637 3.18434 -5.75548
H -1.34997 2.11187 -6.41524
H -0.19485 0.58901 -4.85311
*
```

- E_tot (eV) = -108237.0395
- gap between HOMO and LUMO (eV) = 6.87
- energy relative to the best compared isomer or geometry (same formula, charge and spin) (eV) = 0.0000

=====

2.
# C44H40N6OS2Y

C44H40N6OS2Y as an isolated structure at a distorted geometry (ωB97M-V/def2-TZVPD, the Open Molecules 2025 dataset).

Structure (ORCA input):
```
! wB97M-V def2-TZVPD RIJCOSX def2/J DEFGRID3
* xyz -1 1
Y -0.28451 0.34288 -0.80006
C -2.01838 -3.02070 -1.24660
C -3.00136 -2.00737 -0.73194
C -4.36700 -2.20626 -0.93396
C -5.26969 -1.30793 -0.41695
C -4.80143 -0.25757 0.35599
C -3.44158 -0.11195 0.50899
N -2.54675 -0.93150 -0.06286
C -2.90113 0.99506 1.35343
C -3.68877 1.57497 2.33696
C -3.17537 2.61152 3.08849
C -1.87669 3.03249 2.86284
C -1.13238 2.38202 1.89437
N -1.63375 1.38544 1.16098
C 0.31218 2.71307 1.68763
C 0.82690 3.94753 2.02256
C 2.19398 4.14835 1.88393
C 2.98879 3.10179 1.47090
C 2.39832 1.88301 1.13503
C 3.24973 0.71126 0.73008
N 1.06870 1.72685 1.19832
H -2.48096 -4.00894 -1.29371
H -1.14274 -3.04754 -0.60115
H -1.68710 -2.74550 -2.24982
H -4.69587 -3.05639 -1.52183
H -6.33067 -1.41484 -0.60773
H -5.48857 0.47236 0.76360
H -4.68505 1.20110 2.52340
H -3.77381 3.07112 3.86682
H -1.43341 3.82048 3.45858
H 0.17805 4.74791 2.35791
H 2.63160 5.11278 2.11762
H 4.06495 3.21030 1.39867
H 4.07948 0.59750 1.43392
H 3.66501 0.86232 -0.26827
H 2.66101 -0.20458 0.71834
C -0.49152 5.13885 -2.07705
C 0.33902 5.12068 -3.18673
C 1.18304 4.04561 -3.37887
C 1.19700 3.00016 -2.45443
N 0.37210 3.00733 -1.39561
C -0.44828 4.05075 -1.23152
C 2.07217 1.81383 -2.62745
C 3.22687 1.91569 -3.40595
C 3.99416 0.79218 -3.67588
C 3.59200 -0.43693 -3.16346
C 2.47139 -0.50210 -2.34340
C 1.67635 0.60769 -2.03318
H -1.19060 5.94613 -1.89630
H 0.31223 5.93054 -3.90892
H 1.81097 3.99215 -4.25748
H -1.11588 4.00839 -0.37612
H 3.54200 2.87643 -3.80020
H 4.88546 0.87305 -4.28674
H 4.16255 -1.33347 -3.38357
H 2.20573 -1.47095 -1.93023
S -0.97792 -0.43497 -3.50220
C -2.67554 -0.05726 -3.66065
C -3.40369 -0.79615 -4.68175
N -3.97355 -1.38317 -5.49441
C -3.35198 0.85078 -2.91937
S -2.63626 1.87012 -1.70039
C -4.79127 0.98540 -3.09476
N -5.93918 1.07656 -3.18076
C 1.09192 0.25721 4.00242
C 0.27578 -0.62039 3.04977
C -1.09711 -0.94530 3.64572
C 0.99926 -1.88325 2.62678
C 1.62043 -2.69809 3.56875
C 2.25963 -3.87868 3.20865
C 2.24999 -4.25243 1.86931
C 1.62991 -3.47643 0.89569
C 1.58161 -3.96154 -0.54174
C 2.98262 -4.10765 -1.14460
C 0.80164 -5.27361 -0.66725
C 1.00782 -2.25361 1.26099
O 0.45025 -1.48389 0.34808
H 0.60939 1.23410 4.13402
H 2.10347 0.42389 3.61733
H 1.17960 -0.20053 4.99463
H 0.10770 -0.05446 2.14585
H -0.98795 -1.54566 4.55644
H -1.70167 -1.51541 2.93269
H -1.64253 -0.02764 3.90327
H 1.60609 -2.39914 4.61526
H 2.74982 -4.49487 3.95438
H 2.72920 -5.18456 1.57380
H 1.04893 -3.20912 -1.10941
H 3.55160 -4.89133 -0.63075
H 3.54548 -3.17307 -1.05997
H 2.92194 -4.37564 -2.20535
H 1.31807 -6.08309 -0.13858
H 0.69591 -5.56659 -1.71776
H -0.19791 -5.17760 -0.23548
*
```

- E_tot (eV) = -79986.6110
- gap between HOMO and LUMO (eV) = 5.73
- energy relative to the best compared isomer or geometry (same formula, charge and spin) (eV) = 0.3392

=====

3.
# C44H41BCrO5

C44H41BCrO5 as an isolated structure at a distorted geometry (ωB97M-V/def2-TZVPD, the Open Molecules 2025 dataset).

Structure (ORCA input):
```
! wB97M-V def2-TZVPD RIJCOSX def2/J DEFGRID3
* xyz 3 4
C -1.42067 -2.37178 3.43444
C -0.15309 -2.08222 2.66318
C 1.07162 -2.62430 3.42411
C -0.16437 -2.48392 1.09787
C 0.61986 -3.73641 0.72610
C -1.57633 -2.57521 0.52033
O 0.51962 -1.39092 0.44924
B 0.85962 -0.59108 1.52533
C 2.13676 0.24322 1.57964
C 2.34558 1.17804 2.61619
C 3.65312 1.53106 2.94910
C 4.72568 1.01556 2.20137
C 4.48580 0.27121 1.03486
C 3.17999 -0.06223 0.68247
C -1.82218 2.23691 -0.33096
C -0.41353 2.80685 -0.10022
C -2.59759 1.73926 0.86944
C -3.88677 1.24986 0.60990
C -4.85645 1.33266 1.61080
C -4.43997 1.56732 2.93228
C -3.07410 1.62902 3.24090
C -2.13874 1.68871 2.19661
O 0.02878 -0.65141 2.64357
H -1.55339 -3.45717 3.50903
H -1.33454 -1.96199 4.44805
H -2.29821 -1.92503 2.95426
H 1.02450 -3.71537 3.50086
H 2.02154 -2.32377 2.95014
H 1.06554 -2.18670 4.43300
H 0.24573 -4.59572 1.29371
H 0.47845 -3.93248 -0.34518
H 1.69714 -3.60788 0.89961
H -2.11537 -3.44422 0.92551
H -2.15543 -1.66297 0.72428
H -1.50061 -2.71334 -0.56556
H 1.50360 1.58008 3.18728
H 3.83429 2.16980 3.81699
H 5.74888 1.20121 2.52522
H 5.31688 -0.08510 0.42250
H 2.96316 -0.60946 -0.23791
H -1.60948 1.30355 -0.89455
H 0.37519 2.10967 -0.41768
H -0.29328 3.70397 -0.70644
H -0.21767 3.05042 0.94006
H -4.13244 0.92180 -0.40640
H -5.91655 1.20523 1.35202
H -5.19636 1.66827 3.71484
H -2.74046 1.65594 4.28317
H -1.07360 1.75763 2.44440
O -1.43474 4.12567 -7.06561
C -1.93771 3.69676 -6.11641
Cr -2.44256 3.02218 -4.37222
C -1.63311 4.56606 -3.61701
O -0.99225 5.36698 -3.06436
C -0.67256 2.41514 -4.27125
O 0.45280 2.13118 -4.11376
C -4.11551 1.93932 -5.19490
C -4.62817 3.06946 -4.52987
C -4.22606 3.30454 -3.21690
C -3.32267 2.47182 -2.53650
C -2.71083 3.02078 -1.24393
C -2.98334 4.26175 -0.89480
C -2.85589 5.27847 -0.03995
C -1.71446 5.52789 0.89609
C -1.48691 4.75271 2.04203
C -0.30023 4.89279 2.77719
C 0.60215 5.91142 2.44142
C 0.27826 6.82870 1.43192
C -0.89473 6.65081 0.68978
C -3.85250 6.38155 -0.15596
C -4.77288 6.37596 -1.21341
C -5.71694 7.38662 -1.36759
C -5.77479 8.44563 -0.44883
C -4.86390 8.47042 0.61244
C -3.92361 7.44783 0.76471
C -2.87269 1.30492 -3.19157
C -3.27671 1.03754 -4.51535
H -4.37620 1.77014 -6.24447
H -5.29967 3.77908 -5.02584
H -4.56760 4.18486 -2.68345
H -2.25991 4.03014 2.32636
H -0.07636 4.21095 3.60189
H 1.55061 6.00278 2.97863
H 0.93066 7.68140 1.21995
H -1.19018 7.37932 -0.07063
H -4.71841 5.56249 -1.93027
H -6.40577 7.33242 -2.21118
H -6.52096 9.23650 -0.55965
H -4.87805 9.28732 1.33280
H -3.23555 7.48157 1.61099
H -2.20038 0.63779 -2.65531
H -2.88781 0.14834 -5.03274
*
```

- E_tot (eV) = -85599.5517
- gap between HOMO and LUMO (spin up / spin down) (eV) = 5.94 / 4.06

=====

Question: Look up the E_tot of the third one.
Answer: -85599.5517 eV

=====

Question: Among the records above, which one has the lowest E_tot?
Answer: C44H38NP2S3SiTa

=====

Question: Which value of E_tot does entry 1 give?
Answer: -108237.0395 eV

=====

Question: What is the E_tot in the third record?
Answer: -85599.5517 eV